(1)
The following is a DFT calculation (ωB97M-V/def2-TZVPD) of a structure of composition C26H22Br6N4O8.

As for the spin multiplicity: 1.

Structure (XYZ):
```
66
Properties=species:S:1:pos:R:3:lowdin_charge:R:1
C -8.00898 -23.93714 10.85744 -1.647
Br -7.77998 -24.34186 12.71654 0.587
Br -9.52811 -22.79822 10.55099 0.651
Br -8.09383 -25.49339 9.74586 0.586
H -7.14484 -23.36024 10.56723 -0.031
C -6.02688 -20.51226 4.36591 -1.653
Br -6.39516 -21.62479 2.85253 0.574
Br -4.90304 -19.03193 3.86980 0.575
Br -5.24022 -21.53598 5.80078 0.551
H -6.94737 -20.09912 4.74938 -0.072
C -10.44076 -21.65463 14.34687 -0.081
C -11.70218 -21.81749 13.77086 -0.066
C -12.10587 -20.95824 12.76786 -0.017
C -11.21945 -19.99582 12.31886 -0.172
C -9.93341 -19.87117 12.82046 -0.024
C -9.56072 -20.69425 13.86504 -0.081
N -11.66751 -19.09578 11.24460 -0.346
O -10.94949 -18.14900 10.97597 0.078
O -12.72196 -19.35592 10.69715 0.073
H -10.14545 -22.31122 15.15579 0.106
H -12.34426 -22.59800 14.15372 0.109
H -13.06099 -21.12400 12.28697 0.115
H -9.28937 -19.12983 12.37084 0.121
H -8.58523 -20.58599 14.32152 0.110
C -12.18769 -27.75496 9.15606 -0.066
C -12.15422 -26.69782 8.24874 -0.058
C -12.61942 -25.44197 8.60642 0.004
C -13.13068 -25.28504 9.88186 -0.158
C -13.14732 -26.31206 10.80738 0.002
C -12.69205 -27.57003 10.43633 -0.058
N -13.55257 -23.94941 10.29956 -0.331
O -13.98272 -23.80396 11.43197 0.072
O -13.42774 -23.04684 9.49978 0.048
H -11.83538 -28.73938 8.87664 0.109
H -11.84276 -26.91859 7.23531 0.112
H -12.61298 -24.61517 7.91162 0.118
H -13.54755 -26.07875 11.78532 0.119
H -12.72072 -28.38123 11.14959 0.109
C -17.79522 -25.55925 7.66224 -0.073
C -17.78620 -25.68025 6.28368 -0.063
C -16.99076 -24.83456 5.52373 -0.001
C -16.20037 -23.91046 6.17193 -0.151
C -16.18625 -23.79797 7.54937 -0.005
C -16.98558 -24.63689 8.30701 -0.058
N -15.36465 -22.99056 5.39442 -0.337
O -15.00537 -23.35342 4.29040 0.086
O -15.05942 -21.93511 5.91720 0.073
H -18.41646 -26.21057 8.26666 0.109
H -18.31454 -26.49342 5.80588 0.109
H -16.92647 -24.90833 4.44612 0.122
H -15.53721 -23.07265 8.02402 0.107
H -16.93025 -24.58124 9.38466 0.110
C -12.23425 -21.26652 7.13726 -0.061
C -11.37185 -20.86952 8.13325 -0.088
C -10.27574 -20.07533 7.81820 0.000
C -10.09291 -19.67107 6.51419 -0.158
C -10.93105 -20.09411 5.50281 0.004
C -12.00546 -20.90893 5.80723 -0.043
N -8.99883 -18.77044 6.19035 -0.345
O -8.43786 -18.20802 7.10721 0.094
O -8.68325 -18.66228 5.01682 0.046
H -13.10575 -21.87163 7.33947 0.075
H -11.52242 -21.18310 9.15671 0.050
H -9.55499 -19.77176 8.56667 0.115
H -10.76766 -19.73445 4.49481 0.122
H -12.68690 -21.30791 5.07045 0.096
```

(2)
The following is a DFT calculation (ωB97M-V/def2-TZVPD) of a structure of composition C26H22ClF3IN5O9SV.

As for the spin multiplicity: 2.

Structure (XYZ):
```
69
Properties=species:S:1:pos:R:3:lowdin_charge:R:1
V -0.49622 -0.36317 -0.07762 0.838
O -2.87043 -5.74638 5.99092 -0.037
C -1.87598 -5.63305 5.25350 -0.701
O -0.73635 -6.12534 5.35478 -0.037
C -2.07042 -4.73006 4.04038 -0.103
C -3.30622 -4.21393 3.71860 0.058
C -3.41109 -3.33817 2.64241 -0.360
N -2.40514 -2.92458 1.90537 0.161
C -1.20766 -3.46268 2.21504 -0.255
C -0.98942 -4.35444 3.23375 0.003
C -0.04565 -2.93005 1.47012 -0.519
O 0.93601 -3.60098 1.18985 0.071
O -0.06945 -1.62887 1.25279 -0.210
H -4.15028 -4.48590 4.34287 0.126
H -5.29183 -3.13952 2.87387 0.105
H -0.00959 -4.75647 3.44884 0.128
O -3.90479 -0.22352 -1.06948 -0.360
Cl -3.11928 -0.99224 -0.15527 1.089
O -4.61614 -2.79031 2.27816 0.049
O -2.35951 -0.04571 0.81880 -0.495
O -1.81637 -1.46290 -0.93449 -0.578
C 1.97409 1.39061 0.37603 -0.055
O 0.75775 0.66791 0.27303 -0.365
H 2.62296 0.85337 1.06608 0.101
H 1.73888 2.37777 0.77054 0.089
H 2.42120 1.47052 -0.61314 0.079
F -2.36463 4.09902 -5.30645 0.159
C -1.94581 4.51493 -4.10446 -0.591
F -2.86988 5.34184 -3.60969 0.156
F -0.82246 5.22518 -4.29499 0.155
C -1.67929 3.34135 -3.18939 -0.086
C -0.85700 2.31951 -3.62792 0.036
C -0.58718 1.27165 -2.77311 -0.078
N -1.08995 1.20709 -1.53124 0.000
C -1.89765 2.19482 -1.12417 -0.086
C -2.21499 3.27996 -1.91857 0.044
H -0.42292 2.32846 -4.61827 0.131
H 0.05708 0.45735 -3.07362 0.065
H -2.31565 2.09615 -0.13159 0.109
H -2.87253 4.05060 -1.54477 0.132
N 2.81919 -1.96976 0.01687 0.168
C 2.49866 -1.50692 -1.16395 -0.694
S 0.85302 -1.58404 -1.72664 0.856
N 3.46579 -0.99141 -1.94684 0.078
C 3.29880 -0.25285 -3.15673 -0.272
C 2.60936 -0.78134 -4.23665 -0.060
C 2.44611 -0.01088 -5.37833 -0.067
C 2.98367 1.26860 -5.45132 -0.082
C 3.70833 1.77284 -4.38082 -0.074
C 3.86431 1.01233 -3.23089 -0.035
H 2.11091 -2.50653 0.58743 0.084
H 3.78555 -1.98416 0.31013 0.133
H 4.38201 -0.92338 -1.52374 0.156
H 2.21434 -1.78654 -4.18911 0.103
H 1.90995 -0.42402 -6.22239 0.112
H 2.85273 1.86340 -6.34516 0.107
H 4.15060 2.75836 -4.43523 0.108
H 4.43153 1.40113 -2.39273 0.114
I -0.38399 -1.21221 4.75931 1.081
C -0.07970 0.76642 4.18021 -0.773
C 0.59676 1.62466 5.04927 -0.136
C 0.75271 2.94505 4.68142 -0.069
C 0.22331 3.37165 3.46860 -0.072
C -0.42338 2.43709 2.68606 -0.166
N -0.56887 1.14781 3.01363 0.032
H 0.97239 1.25308 5.99158 0.091
H 1.26618 3.63760 5.33594 0.110
H 0.30357 4.40049 3.14569 0.103
H -0.86008 2.73369 1.73693 0.096
```

(3)
The following is a DFT calculation (ωB97M-V/def2-TZVPD) of a structure of composition C26H22F10N6O3Tl.

As for the net charge: -1. As for the spin multiplicity: 1.

Structure (XYZ):
```
68
Properties=species:S:1:pos:R:3:lowdin_charge:R:1
Tl 0.37347 -0.12900 -0.37079 1.206
C -0.52063 -3.07500 1.31011 -0.081
N -0.31413 -1.67700 1.64511 -0.260
C 0.73997 -1.53400 2.63281 -0.192
C 2.11737 -1.78330 2.03131 -0.236
N 2.37517 -0.81410 0.99921 -0.026
C 3.60467 -0.66550 0.55181 -0.215
C 3.92327 0.43840 -0.28899 -0.171
F 2.94347 1.33810 -0.55319 0.052
C 5.16427 0.64890 -0.83779 -0.156
F 5.36257 1.69810 -1.66979 0.081
C 6.23837 -0.18330 -0.52729 -0.155
F 7.47107 0.03140 -1.05069 0.070
C 6.00167 -1.24070 0.33961 -0.156
F 7.01777 -2.06570 0.67531 0.088
C 4.74267 -1.47890 0.85131 -0.120
F 4.64817 -2.56360 1.67331 0.048
C -1.56443 -1.06970 2.07531 -0.195
C -1.45353 0.40790 2.45621 -0.236
N -0.71403 1.17310 1.47911 -0.022
C -0.69823 2.48700 1.58981 -0.203
C -1.20453 3.28140 2.67181 -0.124
F -1.69333 2.69600 3.80501 0.043
C -1.21563 4.66230 2.67751 -0.158
F -1.74403 5.31940 3.73541 0.086
C -0.69673 5.39340 1.61791 -0.162
F -0.72073 6.74780 1.61361 0.072
C -0.14423 4.67790 0.56051 -0.153
F 0.37487 5.33870 -0.49609 0.092
C -0.14853 3.30250 0.55791 -0.136
F 0.40287 2.69700 -0.52289 0.027
H -0.74533 -3.66810 2.21031 0.096
H 0.36337 -3.48250 0.82641 0.087
H -1.34943 -3.18100 0.61531 0.073
H 0.57707 -2.22030 3.47921 0.129
H 0.72927 -0.50940 2.99401 0.111
H 2.18547 -2.81040 1.65221 0.109
H 2.84907 -1.67710 2.84411 0.125
H -1.98203 -1.62450 2.93311 0.131
H -2.26123 -1.13600 1.24161 0.091
H -1.01103 0.49880 3.45721 0.106
H -2.48773 0.77610 2.53371 0.125
N 3.61957 0.74690 -4.01949 0.162
C 2.62707 0.35860 -3.17159 -0.560
O 2.69287 -0.65550 -2.51619 0.052
C 1.42857 1.29310 -3.18589 -0.206
C 0.21477 0.65020 -2.58589 -0.184
H 4.50707 0.27520 -3.96089 0.105
H 3.63787 1.69150 -4.36239 0.100
H 1.22237 1.56560 -4.22779 0.119
H 1.69367 2.20310 -2.64399 0.109
H -0.04173 -0.27680 -3.08449 0.045
H -0.63393 1.31530 -2.50499 0.045
O -0.60413 -2.18140 -1.56279 -0.200
N -1.86853 -2.27010 -1.67099 -0.038
N -2.58683 -1.27950 -1.28559 -0.252
O -2.15413 -0.16850 -0.77809 -0.183
C -3.98103 -1.47200 -1.31429 -0.177
C -4.55573 -2.46870 -2.09699 -0.024
C -5.92823 -2.62860 -2.08989 -0.096
C -6.72833 -1.81160 -1.30399 -0.109
C -6.15033 -0.81500 -0.53209 -0.088
C -4.78083 -0.63740 -0.53999 -0.012
H -3.91813 -3.09040 -2.70379 0.103
H -6.37683 -3.39530 -2.70759 0.097
H -7.80173 -1.94160 -1.29669 0.093
H -6.76173 -0.17150 0.08481 0.100
H -4.30783 0.13910 0.04211 0.110
```

(4)
The following is a DFT calculation (ωB97M-V/def2-TZVPD) of a structure of composition C26H22FN6NbOSe.

As for the net charge: +2. As for the spin multiplicity: 1.

Structure (XYZ):
```
58
Properties=species:S:1:pos:R:3:lowdin_charge:R:1
Nb -0.55833 0.56016 -0.39905 1.796
C 3.46997 -0.54264 -1.40135 0.008
C 2.07147 0.01306 -1.39575 -0.239
N 1.49067 0.56016 -0.38585 -0.133
N 2.10837 0.47456 0.84055 0.075
C 1.15447 0.25656 1.70455 -0.579
O -0.06953 0.11036 1.50395 -0.149
C 1.50777 0.14916 3.17405 -0.169
C 0.57757 -0.13684 4.19015 -0.019
C 0.97157 -0.21704 5.53045 -0.050
C 2.30487 -0.01274 5.87955 -0.050
C 3.24357 0.27126 4.89005 -0.050
C 2.84677 0.35096 3.55075 -0.043
C 1.24377 -0.05674 -2.62365 -0.183
C 1.77367 -0.28474 -3.88715 0.044
C 0.89157 -0.35164 -4.96425 0.019
C -0.47413 -0.19334 -4.74195 0.003
C -0.90873 0.03496 -3.44595 -0.092
N -0.08273 0.11036 -2.38855 -0.081
H 3.84617 -0.71804 -0.39125 0.072
H 4.13377 0.17296 -1.89675 0.111
H 3.50027 -1.49464 -1.93845 0.100
H -0.46573 -0.29554 3.92855 0.115
H 0.22967 -0.43674 6.29125 0.115
H 2.61007 -0.07264 6.91915 0.118
H 4.28427 0.43516 5.15025 0.116
H 3.58567 0.57846 2.78695 0.112
H 2.83837 -0.39904 -4.04285 0.134
H 1.26577 -0.52624 -5.96815 0.137
H -1.18613 -0.24484 -5.55705 0.132
H -1.96053 0.16546 -3.21045 0.117
F -6.13493 2.67456 -0.33595 0.125
C -4.79603 2.67636 -0.35575 -0.225
C -4.09283 2.45406 0.82255 0.042
C -2.69673 2.46696 0.80455 -0.056
C -2.01003 2.69756 -0.39335 -0.454
C -0.55833 2.76806 -0.39905 -0.188
C -2.73263 2.91516 -1.57265 -0.027
C -4.12863 2.90566 -1.55315 0.048
H -4.63403 2.27836 1.74645 0.140
H -2.15183 2.30006 1.73065 0.132
H -0.02393 3.13166 0.50385 0.101
H -0.01383 3.12606 -1.29865 0.090
H -2.21703 3.10536 -2.51105 0.130
H -4.69733 3.08156 -2.46025 0.138
Se 2.43057 -2.81044 1.81415 1.339
N 1.43037 -4.10774 1.07345 -0.180
C 0.43637 -3.58524 0.33755 -0.366
C -0.50693 -4.33344 -0.36095 0.078
C -1.48963 -3.64834 -1.08865 0.010
C -1.49893 -2.23914 -1.09555 -0.057
N -0.55833 -1.53974 -0.39905 -0.079
C 0.39727 -2.20924 0.30845 -0.367
N 1.35767 -1.60194 1.01965 -0.239
H -0.48653 -5.41804 -0.34585 0.144
H -2.23433 -4.20534 -1.64005 0.123
H -2.25303 -1.70324 -1.65385 0.101
H -2.38083 0.56016 -0.39905 0.011
```

The calculation returns the following E values, one per record and in order: -17268.61135; -4354.49159; -2729.23382; -3965.30666 hartree.
The calculation returns the following F_max values, one per record and in order: 0.0170; 0.0347; 0.0344; 0.1417 hartree/bohr.